Here is a molecular structure, C24H19BrCoN3O at a distorted geometry from OMol25. Energies are from ωB97M-V/def2-TZVPD.

```
49
Properties=species:S:1:pos:R:3:mulliken_charge:R:1
Co 1.0342 0.3835 -0.2513 -0.10
Br -2.4695 2.1890 -6.5285 -0.26
C -1.2632 1.8230 -5.1316 0.16
C -0.1086 1.1150 -5.4276 -0.40
C 0.7149 0.6517 -4.4498 -0.52
C 0.4304 0.9089 -3.0745 0.36
O 1.2074 0.4062 -2.1788 -0.86
C -0.7638 1.7232 -2.7735 -0.03
C -1.0052 2.1884 -1.4520 0.23
N -0.2590 1.8895 -0.3829 -0.07
C -0.5662 2.2865 0.9042 1.05
C -1.6928 2.9538 1.3330 -0.91
C -1.7820 3.3249 2.6785 -0.64
C -0.8216 3.0172 3.6134 -1.02
C 0.3311 2.2849 3.2528 1.06
C 1.3394 1.8181 4.1193 -0.70
C 2.4375 1.1595 3.5943 -0.71
C 2.4047 0.7391 2.2543 -0.14
N 1.4598 1.1306 1.3759 -0.15
C 0.4524 1.9245 1.8724 0.24
C -1.6459 2.1147 -3.8229 -0.73
H 0.0863 0.9833 -6.4888 0.34
H 1.5738 0.0523 -4.6539 0.46
H -1.8664 2.8326 -1.2749 0.21
H -2.4941 3.1306 0.6003 0.20
H -2.7090 3.8000 3.0224 0.31
H -0.9873 3.2420 4.6393 0.39
H 1.2528 2.0601 5.1435 0.48
H 3.2513 0.7947 4.1868 0.35
H 3.0710 0.0193 1.8445 0.50
H -2.6165 2.6030 -3.6495 0.36
C 1.0043 -2.6688 -2.1355 -1.54
C 0.2977 -3.0211 -0.8929 0.74
C -0.6833 -4.0070 -0.8462 -0.39
C -1.2548 -4.4848 0.3325 -0.87
C -0.8669 -3.8948 1.5485 -0.46
C 0.0576 -2.8903 1.6538 0.67
C 0.4752 -2.3773 2.9883 -1.11
C 0.6114 -2.3305 0.3968 0.48
N 1.3160 -1.2644 0.4589 -0.62
H 1.2103 -3.6100 -2.7134 0.44
H 1.9222 -2.1371 -1.9060 0.37
H 0.3824 -2.0658 -2.8227 0.18
H -0.9395 -4.5209 -1.7994 0.30
H -1.9964 -5.2683 0.3420 0.35
H -1.3401 -4.2398 2.4763 0.25
H -0.0281 -2.9042 3.8155 0.36
H 0.3019 -1.2959 3.0675 0.08
H 1.5342 -2.5692 3.1415 0.29
```

Output
net charge: -1
2S+1: 4
electronic energy: -5122.244381 Ha
E_LUMO (spin up / spin down): 2.32 / 2.47 eV
HOMO (spin up / spin down): -2.22 / -3.75 eV
expectation value of S²: 3.9621